1.
74
Properties=species:S:1:pos:R:3:lowdin_charge:R:1 method="wB97M-V/def2-TZVPD" e_homo_ev=-7.9861 multiplicity=1 total_charge=0 lumo_energy_ha=-0.064 de_lowest_ev=21.756 energy_ha=-1700.9946
C -2.832 -0.557 -1.802 -0.031
C -2.813 -1.942 -1.251 -0.151
C -1.762 -2.248 0.015 -0.147
C -0.492 -1.221 -0.197 -0.038
C -0.137 0.080 0.743 -0.085
O -0.963 0.409 1.934 -0.172
C -0.668 -0.593 2.969 -0.244
C 0.917 -0.744 3.362 -0.114
C 1.150 1.112 0.475 0.109
C 2.132 0.808 -0.802 -0.020
C 1.762 -0.499 -1.721 0.012
C 0.512 -1.528 -1.462 -0.028
C 0.293 -2.826 -2.445 -0.131
C -0.349 -2.789 -3.788 -0.026
C 2.934 -0.463 -2.867 -0.260
O 2.921 -1.331 -3.882 -0.018
N 3.857 0.695 -2.530 0.083
C 3.476 1.585 -1.329 -0.225
O 4.099 2.663 -0.832 -0.020
H -3.292 0.297 -1.125 0.090
H -2.447 -0.254 -2.889 0.071
H -3.528 -2.796 -1.649 0.090
H -1.457 -3.388 0.068 0.130
H -2.353 -1.887 0.984 0.111
H -1.223 -0.234 3.960 0.137
H -1.071 -1.666 2.734 0.111
H 1.408 0.244 3.798 0.071
H 1.600 -1.189 2.521 0.084
H 0.962 -1.527 4.262 0.095
H 1.354 2.039 1.161 0.115
H 0.685 -3.871 -2.023 0.123
H -1.525 -2.876 -3.822 0.067
H 0.305 -2.717 -4.772 0.089
H 4.871 0.452 -2.440 0.149
C 5.614 0.615 3.025 -0.116
C 5.497 0.301 4.400 -0.119
C 4.578 1.171 4.943 -0.150
N 4.140 2.002 3.944 0.008
C 4.763 1.666 2.770 -0.140
H 6.250 0.125 2.299 0.089
H 6.025 -0.476 4.937 0.089
H 4.199 1.271 5.951 0.100
H 3.463 2.746 4.055 0.142
H 4.549 2.204 1.856 0.092
C -7.516 -3.491 -4.842 -0.116
C -6.906 -2.216 -4.765 -0.113
C -5.692 -2.378 -4.136 -0.145
N -5.550 -3.706 -3.826 -0.006
C -6.655 -4.393 -4.258 -0.145
H -8.478 -3.727 -5.278 0.091
H -7.309 -1.280 -5.130 0.092
H -4.920 -1.665 -3.881 0.092
H -4.754 -4.115 -3.354 0.131
H -6.734 -5.462 -4.111 0.104
C 0.313 2.509 5.428 -0.120
C 0.722 3.651 6.158 -0.115
C 1.257 3.209 7.347 -0.141
N 1.181 1.841 7.362 0.005
C 0.612 1.405 6.194 -0.155
H -0.148 2.494 4.449 0.091
H 0.636 4.685 5.849 0.093
H 1.683 3.750 8.181 0.107
H 1.497 1.246 8.117 0.150
H 0.467 0.349 6.009 0.093
C -1.175 2.195 -4.989 -0.115
C -0.565 3.470 -4.912 -0.116
C 0.648 3.308 -4.283 -0.133
N 0.791 1.980 -3.973 0.021
C -0.314 1.293 -4.405 -0.144
H -2.137 1.959 -5.425 0.090
H -0.969 4.406 -5.277 0.091
H 1.420 4.022 -4.029 0.108
H 1.587 1.571 -3.501 0.097
H -0.393 0.224 -4.259 0.085

2.
77
Properties=species:S:1:pos:R:3:lowdin_charge:R:1 method="wB97M-V/def2-TZVPD" e_homo_ev=-10.3967 multiplicity=1 total_charge=+1 lumo_energy_ha=-0.099 de_lowest_ev=1.013 energy_ha=-2555.8724
Pt -0.577 0.157 0.219 0.790
C -2.913 -2.063 4.268 -0.023
N -3.459 -2.102 2.922 -0.125
C -4.583 -2.797 2.530 -0.015
C -4.769 -2.569 1.225 -0.012
N -3.746 -1.711 0.799 0.033
C -2.943 -1.431 1.867 -0.594
S -1.608 -0.432 2.114 0.769
C -3.611 -1.237 -0.524 -0.218
C -4.618 -1.545 -1.439 0.016
C -4.527 -1.064 -2.727 -0.024
C -3.444 -0.275 -3.074 -0.032
C -2.504 -0.025 -2.101 -0.130
N -2.550 -0.499 -0.852 0.026
H -3.524 -2.703 4.897 0.098
H -2.932 -1.043 4.650 0.095
H -1.885 -2.421 4.258 0.098
H -5.153 -3.388 3.224 0.137
H -5.538 -2.938 0.578 0.115
H -5.472 -2.134 -1.152 0.103
H -5.307 -1.288 -3.442 0.124
H -3.332 0.145 -4.062 0.102
H -1.650 0.600 -2.276 0.071
C 0.237 0.431 -7.715 -0.060
C -0.370 0.317 -6.315 -0.540
C -1.458 1.394 -6.184 -0.036
C -1.005 -1.076 -6.193 -0.039
C 0.680 0.524 -5.215 -0.167
C 2.022 0.780 -5.503 -0.021
C 2.921 1.022 -4.485 -0.067
C 2.473 0.995 -3.174 -0.466
S 3.415 1.340 -1.773 1.166
C 2.022 1.071 -0.800 -0.537
N 0.916 0.735 -1.426 -0.005
C 1.145 0.704 -2.824 -0.246
C 0.267 0.476 -3.887 0.015
C 2.100 1.159 0.648 -0.269
C 3.288 1.533 1.277 -0.053
C 3.370 1.531 2.654 -0.069
C 2.257 1.133 3.378 -0.070
C 1.085 0.751 2.744 -0.155
C 0.955 0.771 1.358 -0.295
H -0.547 0.293 -8.461 0.092
H 0.997 -0.332 -7.891 0.087
H 0.683 1.412 -7.884 0.091
H -2.269 1.199 -6.889 0.091
H -1.052 2.383 -6.403 0.097
H -1.885 1.437 -5.181 0.060
H -1.850 -1.164 -6.879 0.091
H -1.363 -1.280 -5.181 0.068
H -0.284 -1.851 -6.447 0.066
H 2.367 0.823 -6.526 0.108
H 3.956 1.253 -4.703 0.117
H -0.776 0.293 -3.742 0.059
H 4.153 1.816 0.690 0.088
H 4.283 1.819 3.156 0.110
H 2.298 1.112 4.459 0.109
H 0.267 0.452 3.389 0.035
C 3.971 -3.209 -3.972 -0.068
C 2.691 -3.962 -4.321 -0.402
C 1.705 -3.053 -5.040 -0.082
C 2.069 -4.628 -3.090 -0.106
N 1.529 -3.672 -2.132 -0.101
C 0.331 -3.075 -2.035 -0.144
N 0.374 -2.214 -1.044 -0.009
N 1.622 -2.292 -0.544 -0.012
N 2.318 -3.156 -1.181 0.072
H 4.424 -2.795 -4.873 0.082
H 4.704 -3.861 -3.493 0.083
H 3.766 -2.382 -3.289 0.066
H 2.943 -4.791 -4.989 0.139
H 1.474 -2.163 -4.447 0.065
H 0.768 -3.565 -5.275 0.078
H 2.137 -2.705 -5.980 0.088
H 2.820 -5.199 -2.546 0.129
H 1.258 -5.302 -3.367 0.130
H -0.510 -3.291 -2.672 0.129

3.
76
Properties=species:S:1:pos:R:3:lowdin_charge:R:1 method="wB97M-V/def2-TZVPD" e_homo_ev="-10.5909 / -11.1191" multiplicity=5 total_charge=+1 lumo_energy_ha="-0.366 / -0.364" de_lowest_ev=0.141 energy_ha=-7514.7239
Pd -1.673 -1.452 0.007 0.500
C -4.782 0.457 -0.286 -0.356
Se -3.755 -0.397 1.134 1.033
C -4.799 -2.058 1.286 -0.473
C -4.598 -3.048 0.154 -0.522
Se -2.814 -3.878 0.035 0.957
C -2.906 -4.898 1.689 -0.333
H -5.719 0.836 0.114 0.034
H -4.971 -0.235 -1.104 0.005
H -4.171 1.281 -0.650 0.024
H -5.846 -1.754 1.324 0.080
H -4.514 -2.475 2.249 0.061
H -4.755 -2.582 -0.818 0.022
H -5.308 -3.870 0.252 0.077
H -3.886 -5.364 1.750 0.038
H -2.715 -4.239 2.530 0.013
H -2.137 -5.665 1.638 0.032
O 0.490 -2.013 -0.497 -0.403
P 1.596 -1.042 -0.793 0.763
C 1.644 0.457 0.273 -0.278
P 0.118 1.463 0.071 0.765
O -1.019 0.728 -0.583 -0.454
C 0.573 2.846 -1.000 -0.283
C -0.050 2.987 -2.234 -0.074
C 0.274 4.061 -3.050 -0.068
C 1.213 4.993 -2.632 -0.068
C 1.832 4.856 -1.395 -0.068
C 1.510 3.786 -0.577 -0.077
C -0.304 2.237 1.648 -0.288
C -1.593 2.752 1.750 -0.080
C -2.004 3.368 2.921 -0.063
C -1.129 3.464 3.993 -0.066
C 0.162 2.964 3.888 -0.065
C 0.580 2.359 2.713 -0.080
C 3.185 -1.832 -0.481 -0.270
C 3.375 -2.368 0.793 -0.074
C 4.569 -2.994 1.105 -0.065
C 5.570 -3.089 0.145 -0.066
C 5.374 -2.573 -1.127 -0.065
C 4.180 -1.942 -1.445 -0.064
C 1.608 -0.426 -2.486 -0.295
C 2.495 0.574 -2.881 -0.095
C 2.512 1.001 -4.198 -0.063
C 1.649 0.431 -5.124 -0.060
C 0.773 -0.574 -4.737 -0.059
C 0.760 -1.009 -3.421 -0.088
H 2.525 1.043 0.006 0.075
H 1.727 0.130 1.306 0.053
H -0.780 2.249 -2.543 0.106
H -0.205 4.173 -4.014 0.109
H 1.461 5.833 -3.267 0.109
H 2.554 5.592 -1.067 0.110
H 1.977 3.684 0.397 0.108
H -2.266 2.668 0.904 0.102
H -3.002 3.779 2.998 0.110
H -1.449 3.936 4.913 0.110
H 0.843 3.036 4.725 0.110
H 1.589 1.973 2.632 0.106
H 2.578 -2.300 1.525 0.110
H 4.724 -3.408 2.092 0.110
H 6.508 -3.570 0.391 0.111
H 6.149 -2.663 -1.876 0.110
H 4.019 -1.541 -2.438 0.101
H 3.181 1.017 -2.168 0.113
H 3.194 1.784 -4.502 0.114
H 1.670 0.761 -6.155 0.111
H 0.111 -1.026 -5.464 0.111
H 0.104 -1.811 -3.108 0.065
C -0.547 -1.422 4.191 0.016
C -0.999 -1.436 2.750 -0.707
O -0.406 -0.716 1.906 -0.121
O -1.982 -2.146 2.420 -0.199
H 0.511 -1.179 4.260 0.079
H -0.751 -2.382 4.659 0.081
H -1.115 -0.652 4.715 0.089
S -2.515 -1.530 -2.132 0.456

4.
89
Properties=species:S:1:pos:R:3:lowdin_charge:R:1 method="wB97M-V/def2-TZVPD" e_homo_ev=-11.2314 multiplicity=1 total_charge=+1 lumo_energy_ha=-0.146 de_lowest_ev=0.000 energy_ha=-3131.1294
C -1.877 -0.251 0.967 -0.067
C -1.067 -0.128 -0.325 -0.248
C 0.020 -1.167 -0.471 -0.581
Cl 1.229 -0.987 0.829 0.838
N 0.782 -0.991 -1.748 0.005
C -0.062 -1.275 -2.979 -0.083
C -0.735 -2.652 -3.025 -0.227
N -2.200 -2.606 -3.002 0.022
B 2.157 -1.788 -1.810 -0.679
O 2.146 -3.112 -1.563 0.203
N 3.305 -1.088 -2.229 -0.060
C 3.123 0.177 -2.941 -0.059
C 4.399 -1.007 -1.243 -0.029
H -2.261 0.729 1.242 0.086
H -1.283 -0.622 1.801 0.052
H -2.749 -0.888 0.822 0.086
H -1.748 -0.159 -1.176 0.109
H -0.569 0.846 -0.354 0.110
H -0.339 -2.190 -0.394 0.122
H 0.997 0.009 -1.787 0.137
H 0.620 -1.173 -3.822 0.127
H -0.777 -0.463 -3.085 0.108
H -0.419 -3.137 -3.948 0.120
H -0.383 -3.288 -2.214 0.107
H -2.558 -1.661 -3.061 0.064
H -2.572 -2.988 -2.141 0.071
H 1.820 -3.428 -0.705 0.096
H 2.846 1.014 -2.281 0.096
H 2.368 0.086 -3.720 0.083
H 4.062 0.464 -3.411 0.103
H 4.769 -2.006 -1.019 0.097
H 4.085 -0.523 -0.316 0.083
H 5.221 -0.449 -1.685 0.094
C -2.104 -4.520 3.769 0.077
C -1.113 -3.641 3.589 -0.235
C -0.690 -2.644 4.653 -0.309
O 0.233 -1.904 4.340 0.079
C -1.384 -2.627 5.910 0.076
C -2.382 -3.509 6.104 -0.226
C -2.797 -4.517 5.044 -0.304
O -3.704 -5.269 5.337 0.122
O -3.088 -3.585 7.212 0.136
O -0.383 -3.521 2.485 0.067
H -2.410 -5.234 3.018 0.136
H -1.085 -1.908 6.660 0.139
H -3.736 -4.308 7.086 0.129
H 0.251 -2.800 2.698 0.056
C 4.579 -5.299 3.833 0.084
C 3.928 -4.340 3.162 -0.225
C 3.622 -4.453 1.683 -0.293
O 3.003 -3.520 1.175 0.022
C 4.059 -5.613 0.962 0.074
C 4.718 -6.580 1.629 -0.222
C 5.009 -6.481 3.118 -0.302
O 5.596 -7.422 3.612 0.127
O 5.164 -7.682 1.074 0.142
O 3.491 -3.222 3.724 0.119
H 4.799 -5.227 4.889 0.142
H 3.847 -5.677 -0.097 0.136
H 5.595 -8.201 1.785 0.132
H 3.054 -2.705 3.021 0.102
C 0.056 5.178 -1.384 0.082
C -0.515 4.031 -1.762 -0.233
C 0.058 3.154 -2.850 -0.306
O -0.545 2.106 -3.074 0.057
C 1.246 3.570 -3.538 0.062
C 1.827 4.730 -3.173 -0.220
C 1.267 5.601 -2.057 -0.292
O 1.889 6.611 -1.805 0.133
O 2.914 5.211 -3.727 0.143
O -1.622 3.530 -1.216 0.078
H -0.351 5.810 -0.609 0.145
H 1.636 2.947 -4.330 0.134
H 3.113 6.058 -3.274 0.133
H -1.804 2.700 -1.699 0.114
C -4.059 7.931 -2.223 0.072
C -5.089 8.576 -1.649 -0.229
C -5.923 7.955 -0.541 -0.307
O -6.819 8.643 -0.092 0.115
C -5.604 6.616 -0.096 0.075
C -4.575 5.976 -0.669 -0.227
C -3.741 6.602 -1.771 -0.299
O -2.834 5.911 -2.213 0.083
O -4.178 4.757 -0.335 0.106
O -5.475 9.790 -1.983 0.130
H -3.465 8.365 -3.014 0.136
H -6.204 6.179 0.690 0.137
H -3.385 4.564 -0.879 0.081
H -6.238 10.007 -1.407 0.127